[1]
C36H80Br2N4 | ωB97M-V with the def2-TZVPD basis set

Molar mass   728.872 g mol⁻¹
Total charge   +2
ΔE to the lowest compared entry with this formula, charge and spin   8.0859 eV
Calculated total energy   -6785.978689 Eh

```
122
C36H80Br2N4 | the Open Molecules 2025 dataset | ωB97M-V with the def2-TZVPD basis set
C 0.13 5.82 -2.58
C 1.61 6.01 -2.33
C 2.28 4.81 -1.63
C 1.79 4.58 -0.17
N 2.73 3.70 0.77
C 4.07 4.39 0.97
C 4.59 3.86 2.30
C 3.33 3.82 3.16
C 2.19 3.55 2.18
C 2.98 2.30 0.12
H -0.34 6.76 -2.85
H -0.37 5.43 -1.70
H -0.02 5.15 -3.42
H 1.83 6.97 -1.85
H 2.01 6.18 -3.33
H 3.36 4.94 -1.69
H 2.01 3.87 -2.11
H 0.89 3.98 -0.11
H 1.69 5.58 0.26
H 4.71 4.07 0.15
H 3.94 5.47 0.94
H 4.97 2.84 2.21
H 5.38 4.46 2.74
H 3.44 3.03 3.90
H 3.10 4.78 3.64
H 1.91 2.50 2.31
H 1.36 4.22 2.40
H 3.77 1.83 0.71
H 3.32 2.46 -0.91
H 2.00 1.83 0.14
C 3.34 -9.73 6.00
C 3.57 -8.66 4.92
C 2.28 -8.05 4.18
C 2.77 -6.99 3.16
N 1.69 -6.17 2.47
C 0.67 -5.58 3.50
C -0.60 -6.32 3.15
C -0.56 -6.46 1.63
C 0.83 -7.09 1.54
C 2.33 -5.14 1.49
H 2.65 -10.49 5.61
H 2.91 -9.36 6.93
H 4.22 -10.27 6.36
H 4.20 -9.07 4.13
H 4.20 -7.87 5.32
H 1.71 -7.72 5.04
H 1.81 -8.91 3.70
H 3.31 -7.50 2.36
H 3.41 -6.24 3.63
H 0.62 -4.50 3.32
H 1.00 -5.82 4.51
H -1.48 -5.81 3.52
H -0.52 -7.30 3.64
H -0.50 -5.54 1.05
H -1.36 -7.09 1.26
H 1.28 -7.03 0.56
H 0.92 -8.16 1.77
H 2.96 -5.60 0.72
H 3.03 -4.58 2.10
H 1.52 -4.61 0.99
C -5.31 7.16 1.15
C -6.24 5.87 0.84
C -6.13 4.61 1.79
C -6.67 4.76 3.19
N -6.57 3.51 4.08
C -7.77 2.54 4.06
C -8.89 3.12 4.84
C -8.16 3.64 6.01
C -6.70 3.91 5.58
C -5.32 2.66 3.79
H -4.29 6.99 1.50
H -5.87 7.88 1.75
H -5.21 7.81 0.28
H -6.24 5.62 -0.23
H -7.24 6.31 0.84
H -5.15 4.16 1.68
H -6.77 3.79 1.47
H -7.71 5.09 3.13
H -6.06 5.59 3.54
H -7.36 1.60 4.43
H -7.93 2.35 3.00
H -9.65 2.44 5.22
H -9.46 3.87 4.29
H -8.01 2.89 6.78
H -8.69 4.53 6.35
H -6.05 3.24 6.14
H -6.31 4.91 5.76
H -4.46 3.32 3.86
H -5.54 2.23 2.81
H -5.28 1.98 4.64
C 2.03 1.50 -8.70
C 3.13 1.27 -7.63
C 2.90 0.00 -6.77
C 2.95 -1.34 -7.56
N 3.17 -2.57 -6.63
C 3.12 -3.83 -7.52
C 1.61 -4.14 -7.72
C 0.82 -3.52 -6.54
C 1.86 -2.78 -5.74
C 4.34 -2.33 -5.70
H 2.17 2.42 -9.27
H 1.00 1.51 -8.32
H 1.99 0.70 -9.43
H 3.26 2.06 -6.90
H 4.10 1.13 -8.10
H 1.95 0.12 -6.26
H 3.59 0.13 -5.94
H 3.74 -1.29 -8.31
H 2.03 -1.50 -8.11
H 3.48 -4.63 -6.87
H 3.82 -3.82 -8.36
H 1.37 -5.20 -7.81
H 1.26 -3.71 -8.66
H 0.48 -4.29 -5.84
H 0.07 -2.84 -6.94
H 2.21 -3.39 -4.90
H 1.52 -1.87 -5.24
H 3.99 -1.78 -4.82
H 5.13 -1.69 -6.08
H 4.71 -3.27 -5.29
Br -2.61 -0.36 -0.81
Br -1.01 5.41 7.43
```

---

[2]
C4H8 | ωB97M-V with the def2-TZVPD basis set

Molar mass   56.108 g mol⁻¹
Total charge   0
ΔE to the lowest compared entry with this formula, charge and spin   0.2683 eV
Structure (SMILES)   C=C(C)C
Calculated total energy   -157.174093 Eh

```
12
C4H8 | the Open Molecules 2025 dataset | ωB97M-V with the def2-TZVPD basis set
C 0.13 1.41 0.68
C -0.01 0.24 0.05
C -0.57 -0.97 0.84
C 0.33 -0.08 -1.38
H 0.72 2.17 0.18
H 0.04 1.43 1.76
H 0.24 -1.69 0.77
H -0.78 -0.73 1.87
H -1.47 -1.28 0.30
H 0.71 0.83 -1.85
H 1.15 -0.79 -1.30
H -0.50 -0.54 -1.92
```